Entry 1:
{"formula": "C14H19BrN2O4S", "method": "the ωB97M-V functional and the def2-TZVPD basis", "elements": ["C", "N", "C", "C", "O", "N", "C", "C", "C", "C", "C", "O", "S", "O", "O", "C", "C", "C", "C", "Br", "C", "C", "H", "H", "H", "H", "H", "H", "H", "H", "H", "H", "H", "H", "H", "H", "H", "H", "H", "H", "H"], "coordinates": [[2.60615, 0.29674, -0.78498], [1.82766, -0.31090, 0.27255], [1.01524, -1.44837, -0.12284], [-0.04776, -1.06348, -1.16015], [0.06813, -1.33234, -2.33978], [-1.08177, -0.38574, -0.63692], [-2.13512, 0.18141, -1.44440], [-3.47258, -0.55177, -1.22724], [-3.40712, -2.01529, -1.71520], [-4.56832, -2.12037, -2.70808], [-4.75094, -0.66247, -3.12767], [-4.50746, 0.08679, -1.95465], [1.05591, 0.83213, 1.22822], [0.08036, 0.13990, 2.02630], [0.61637, 1.96933, 0.47309], [2.41754, 1.32764, 2.27941], [2.89603, 2.62315, 2.23022], [3.95434, 2.99066, 3.04401], [4.50775, 2.04314, 3.89178], [5.95891, 2.53632, 5.00721], [4.02655, 0.74244, 3.94548], [2.96927, 0.38585, 3.12771], [3.24096, -0.46271, -1.23845], [1.97550, 0.74766, -1.55594], [3.22800, 1.07077, -0.33880], [0.54169, -1.83176, 0.78180], [1.67440, -2.20719, -0.55144], [-1.09547, -0.18971, 0.35414], [-2.25966, 1.23846, -1.19467], [-1.83234, 0.09134, -2.49051], [-3.74209, -0.48255, -0.16618], [-3.50445, -2.71991, -0.89210], [-2.45565, -2.19526, -2.21445], [-4.34766, -2.77136, -3.55009], [-5.46967, -2.47569, -2.20806], [-5.75890, -0.42176, -3.46669], [-4.03149, -0.39290, -3.91378], [2.42948, 3.32670, 1.55883], [4.34412, 3.99660, 3.02305], [4.47339, 0.02576, 4.61702], [2.56070, -0.61124, 3.14224]], "forces_ev_per_a": [[0.21, 0.30, -0.31], [-0.48, 0.50, 0.70], [-0.33, -0.21, -0.01], [0.17, -0.32, 0.29], [0.16, -0.12, -0.33], [-0.47, 0.10, 0.12], [-0.44, 0.09, -0.17], [0.48, -0.03, 0.21], [-0.06, 0.08, 0.05], [-0.05, 0.26, 0.04], [-0.07, -0.25, -0.24], [-0.02, 0.19, 0.11], [0.78, 0.06, 0.22], [0.05, -0.31, 0.13], [0.29, 0.09, -0.05], [-0.40, -0.04, -0.38], [-0.16, 0.00, -0.12], [0.09, -0.09, 0.13], [0.07, 0.11, 0.01], [-0.10, -0.04, -0.07], [-0.04, 0.02, -0.02], [0.04, -0.03, 0.09], [0.01, 0.00, 0.05], [0.06, -0.02, -0.02], [0.16, 0.04, -0.15], [0.01, -0.15, -0.13], [-0.11, 0.13, 0.03], [0.02, -0.14, -0.06], [0.03, -0.05, -0.05], [-0.06, 0.07, 0.10], [0.03, -0.03, -0.09], [0.04, -0.04, 0.00], [0.05, -0.04, 0.02], [-0.02, -0.07, -0.03], [-0.03, -0.02, -0.04], [0.07, -0.01, -0.05], [-0.07, -0.01, 0.01], [0.00, 0.13, -0.06], [0.02, 0.05, 0.00], [0.02, -0.04, 0.03], [0.02, -0.18, 0.06]], "smiles": "CN(CC(=O)NC[C@@H]1CCCO1)S(=O)(=O)c1ccc(Br)cc1", "de_lowest_kj_mol": 0.00, "homo_ev": -9.3, "charge": 0, "energy_ha": -3927.5486}



Entry 2:
{"formula": "C14H19ClHfN2", "method": "the ωB97M-V functional and the def2-TZVPD basis", "elements": ["C", "C", "H", "H", "H", "H", "H", "H", "C", "C", "C", "C", "H", "H", "H", "H", "N", "C", "C", "N", "C", "C", "C", "H", "H", "C", "H", "H", "Hf", "C", "H", "H", "H", "Cl", "C", "H", "H"], "coordinates": [[-2.78042, -0.90007, 1.03514], [-3.29499, 0.33298, 0.27041], [-2.70637, -1.78444, 0.38875], [-3.54474, -1.13922, 1.78485], [-1.85373, -0.79979, 1.70404], [-2.71339, 0.58274, -0.65461], [-4.25285, 0.03376, -0.17283], [-3.52913, 1.19829, 0.90108], [-0.20327, -2.61302, 0.60560], [0.51991, -3.75899, 0.29669], [1.64701, -3.66256, -0.51944], [1.98846, -2.41266, -1.02208], [-1.03118, -2.65357, 1.31717], [0.18638, -4.70140, 0.71531], [2.24039, -4.53693, -0.75957], [2.86916, -2.27578, -1.64138], [0.08037, -1.39789, 0.05825], [1.20847, -1.28257, -0.72560], [1.62394, 0.06813, -1.08821], [0.98424, 1.10341, -0.45264], [1.54743, 2.33640, -0.47585], [3.18813, 1.62218, -2.08556], [2.60305, 2.64161, -1.32922], [1.09799, 3.07539, 0.18601], [2.93834, 3.67263, -1.39245], [2.69988, 0.33011, -1.94915], [3.11175, -0.50107, -2.51729], [4.01159, 1.83241, -2.76487], [-0.99111, 0.55286, 0.53251], [-1.56629, 2.52964, -0.28339], [-2.01321, 2.43945, -1.29140], [-0.79323, 3.30081, -0.37978], [-2.36128, 2.97442, 0.34284], [-0.28330, 2.45702, 2.61446], [-0.32217, 0.68359, 2.59206], [0.69258, 0.30761, 2.77536], [-0.99841, 0.34452, 3.38480]], "forces_ev_per_a": [[-1.18, -0.89, 0.90], [-1.22, -1.08, -0.47], [0.16, 0.34, 0.12], [0.28, 0.01, -0.03], [-1.16, -0.52, -0.17], [-0.75, 0.26, 0.28], [0.19, 0.07, 0.06], [0.36, 0.01, -0.18], [0.32, 0.13, -0.56], [-0.15, 0.28, 0.26], [-0.50, 0.35, -0.03], [-0.22, 0.72, -0.01], [0.34, -0.16, -0.41], [0.20, 0.06, 0.02], [-0.04, 0.06, 0.02], [-0.11, -0.22, 0.20], [1.05, -0.39, -0.44], [-0.66, -1.64, 0.52], [0.56, 1.78, -0.56], [0.96, -0.84, 0.40], [-0.29, -0.37, -0.65], [-0.40, 0.36, 0.12], [0.04, -0.19, 0.22], [0.14, -0.15, -0.37], [0.12, -0.23, 0.09], [-0.58, -0.62, 0.32], [0.12, 0.37, 0.13], [-0.19, -0.03, 0.13], [2.87, 2.56, 0.08], [-0.24, 0.57, -0.77], [0.10, 0.15, 0.15], [-0.25, -0.22, 0.09], [0.25, -0.11, -0.13], [-0.05, 0.31, -0.27], [-0.14, -0.85, 0.81], [-0.25, 0.01, 0.03], [0.34, 0.12, 0.08]], "de_lowest_kj_mol": 58.58, "homo_ev": -16.1, "charge": 2, "energy_ha": -1161.9910}



Entry 3:
{"formula": "C14H19ClMgN2", "method": "the ωB97M-V functional and the def2-TZVPD basis", "elements": ["C", "C", "H", "H", "H", "H", "H", "H", "C", "C", "C", "C", "H", "H", "H", "H", "N", "C", "C", "N", "C", "C", "C", "H", "H", "C", "H", "H", "Mg", "C", "H", "H", "H", "Cl", "C", "H", "H"], "coordinates": [[-0.82355, 0.97135, 4.08973], [-0.92262, -0.52733, 4.08626], [0.17950, 1.42319, 4.20683], [-1.51676, 1.39448, 4.82789], [-1.20556, 1.30703, 3.09376], [-0.64332, -1.00695, 3.10687], [-0.36847, -1.01764, 4.87019], [-1.98757, -0.72768, 4.09312], [0.30238, 2.65978, -0.62454], [0.57622, 3.47960, -1.73412], [0.77886, 2.86995, -2.98155], [0.67570, 1.48780, -3.10652], [0.12848, 3.04735, 0.38732], [0.62682, 4.55159, -1.58220], [1.00957, 3.46012, -3.86540], [0.81836, 0.96489, -4.05598], [0.25451, 1.33493, -0.75637], [0.39259, 0.71739, -1.96563], [0.27064, -0.76213, -1.98387], [0.11240, -1.39218, -0.78539], [-0.09112, -2.70774, -0.69257], [0.20098, -2.92002, -3.07382], [-0.03856, -3.52637, -1.83344], [-0.28761, -3.08958, 0.32037], [-0.17216, -4.59862, -1.71404], [0.34370, -1.53222, -3.15932], [0.52118, -1.00926, -4.10051], [0.27757, -3.50496, -3.98578], [0.03494, -0.05528, 0.73077], [-2.07836, -0.11066, 0.66522], [-2.44884, -1.06064, 0.26285], [-2.49431, 0.63339, -0.04095], [-2.51890, 0.02119, 1.65097], [2.56040, -0.14534, 2.88315], [2.25101, -0.17972, 1.21353], [2.71419, 0.70544, 0.74486], [2.56770, -1.15518, 0.80832]], "forces_ev_per_a": [[0.00, 1.15, -1.06], [-0.08, -0.60, -1.38], [-0.41, -0.50, 0.10], [0.34, 0.01, -0.03], [0.20, 0.07, 0.67], [0.28, 0.56, 0.84], [-0.07, -0.21, 0.33], [-0.23, -0.51, 0.57], [0.30, -0.11, -1.08], [-0.14, -0.61, 0.32], [-0.11, 0.06, 0.36], [-0.17, -0.62, 0.44], [0.15, -0.06, -0.50], [0.03, -0.09, -0.23], [-0.05, -0.01, 0.23], [-0.02, 0.54, 0.26], [-0.01, -0.26, -1.18], [0.34, 1.50, 0.45], [0.16, -1.70, 0.23], [-0.07, 0.11, -1.41], [0.32, 0.15, -0.92], [0.00, 0.28, 0.28], [0.00, 0.53, 0.33], [0.17, 0.08, -0.58], [0.02, 0.21, -0.21], [-0.08, 0.42, 0.58], [-0.13, -0.52, 0.17], [-0.05, -0.03, 0.21], [0.48, 0.05, 1.23], [-0.30, 0.08, 0.03], [0.06, -0.18, 0.19], [0.14, 0.04, 0.42], [-0.50, 0.13, 0.02], [0.75, 0.03, 2.66], [-1.81, 0.07, -2.25], [0.19, -0.69, -0.03], [0.33, 0.63, -0.06]], "homo_ev": -6.7, "charge": 0, "energy_ha": -1314.6219}